# 1
The following is a quantum chemistry calculation of C4H6ClNO2 as an isolated structure, from the Open Molecules 2025 dataset.

The geometry in XYZ format:
```
14
Properties=species:S:1:pos:R:3:lowdin_charge:R:1
C -0.479 -0.763 -1.397 -0.604
C 0.727 -0.272 -0.676 -0.224
C -0.183 1.659 0.612 -0.292
C 0.001 -0.467 1.753 -0.217
H -1.052 0.258 -1.388 0.119
H -1.107 -1.415 -0.827 0.062
H 1.239 0.524 -1.152 0.096
H 1.623 -0.939 -0.360 0.153
H 0.123 2.193 -0.315 0.146
H 0.769 -1.558 1.864 0.202
N 0.165 0.276 0.604 -0.085
O -0.558 2.277 1.534 0.123
O -0.818 -0.253 2.761 -0.036
Cl -0.450 -1.520 -3.012 0.557
```

HOMO level: -10.02 eV
relative energy (zero: lowest compared OMol25 entry of this formula, charge and spin): 254.52 kJ/mol
E_tot: -22350.7689 eV
HOMO-LUMO gap: 0.3806 Eh

# 2
The following is a quantum chemistry calculation of an isolated molecule of C4H6ClNOS, from the Open Molecules 2025 dataset.

The geometry in XYZ format:
```
14
Properties=species:S:1:pos:R:3:lowdin_charge:R:1
C -0.883 -1.070 -0.152 -0.076
C -0.026 -0.058 0.235 -0.331
C -0.120 1.326 -0.343 -0.456
C 1.030 -0.397 1.253 -0.787
H -1.286 -0.013 -1.892 -0.074
H -2.344 -1.271 -1.706 0.143
H -1.036 -2.044 0.330 0.139
H 0.929 1.895 -0.093 0.076
H -1.077 1.761 -0.020 0.094
H 3.251 -0.158 2.260 0.018
N -1.713 -0.569 -1.157 -0.010
O 1.050 -1.554 1.622 -0.033
S 2.149 0.873 1.866 0.739
Cl 0.077 1.279 -2.203 0.558
```

HOMO level: -8.79 eV
relative energy (zero: lowest compared OMol25 entry of this formula, charge and spin): 217.10 kJ/mol
E_tot: -31138.6887 eV
HOMO-LUMO gap: 0.3271 Eh

# 3
The following is a quantum chemistry calculation of an isolated molecule of C4H6ClNOS, from the Open Molecules 2025 dataset.

The geometry in XYZ format:
```
14
Properties=species:S:1:pos:R:3:lowdin_charge:R:1
C 0.632 1.282 0.091 -0.137
C 1.333 -0.042 0.491 -0.666
C 0.343 -1.146 0.030 -0.177
C -0.990 -0.421 -0.003 -0.773
H -2.584 1.244 -0.107 0.031
H 0.974 1.613 -0.903 0.132
H 0.761 1.982 0.936 0.140
H 1.412 -0.113 1.630 0.131
H 0.339 -2.044 0.690 0.131
H 0.616 -1.406 -1.003 0.116
N -0.738 0.895 0.009 -0.216
O -1.759 1.798 -0.134 0.006
S -2.543 -0.980 -0.037 0.671
Cl 2.970 -0.252 -0.193 0.611
```

HOMO level: -8.77 eV
relative energy (zero: lowest compared OMol25 entry of this formula, charge and spin): 170.86 kJ/mol
E_tot: -31139.1679 eV
HOMO-LUMO gap: 0.3490 Eh

# 4
The following is a quantum chemistry calculation of an isolated molecule of C4H6ClNOS, from the Open Molecules 2025 dataset.

The geometry in XYZ format:
```
14
Properties=species:S:1:pos:R:3:lowdin_charge:R:1
C 1.319 -0.886 -0.436 -0.124
C 2.391 -0.104 -0.661 0.015
C -0.474 0.818 0.103 -0.812
C -1.932 0.821 0.476 -0.588
H -0.644 -1.704 1.244 0.149
H 1.446 -1.951 -0.383 0.111
H 2.477 0.974 -0.744 0.000
H 3.328 -0.611 -0.900 0.056
H -2.287 1.867 0.556 0.056
H -2.124 0.312 1.432 0.080
N 0.046 -0.433 -0.022 -0.180
O -0.778 -1.506 0.278 -0.037
S 0.262 2.272 -0.159 0.717
Cl -3.030 0.130 -0.783 0.557
```

HOMO level: -8.73 eV
relative energy (zero: lowest compared OMol25 entry of this formula, charge and spin): 298.14 kJ/mol
E_tot: -31137.8487 eV
HOMO-LUMO gap: 0.3185 Eh

# 5
The following is a quantum chemistry calculation of C4H6CsMgO2 as an isolated structure, from the Open Molecules 2025 dataset.

The geometry in XYZ format:
```
14
Properties=species:S:1:pos:R:3:lowdin_charge:R:1
O 0.563 -0.467 -0.962 -0.258
C 1.676 -1.058 -0.965 -0.201
C 2.398 -1.400 0.203 -0.108
Mg -0.633 -0.262 -2.721 1.022
Cs -1.851 1.750 1.368 0.913
H 2.106 -1.359 -1.933 0.149
H 1.941 -1.221 1.178 0.150
C 3.335 -2.655 0.127 -0.340
C 3.992 -1.366 0.100 0.020
O 3.328 -3.478 -0.952 0.056
H 3.693 -3.088 1.108 0.191
H 4.408 -0.921 1.003 0.134
H 4.466 -1.019 -0.818 0.138
H 2.628 -4.136 -0.890 0.131
```

HOMO level (alpha / beta): -14.68 / -16.56 eV
relative energy (zero: lowest compared OMol25 entry of this formula, charge and spin): 0.00 kJ/mol
E_tot: -14316.4133 eV
spin multiplicity: 2
charge: +2
HOMO-LUMO gap (alpha / beta): 0.2879 / 0.3109 Eh

# 6
The following is a quantum chemistry calculation of C4H6CsO3 as an isolated structure, from the Open Molecules 2025 dataset.

The geometry in XYZ format:
```
14
Properties=species:S:1:pos:R:3:lowdin_charge:R:1
C 0.160 -2.548 1.161 -0.044
O 0.850 -1.923 0.341 -0.066
Cs -0.239 -0.100 -1.934 0.983
O -1.172 -2.587 0.648 -0.149
C -2.109 -3.420 1.295 -0.087
H -2.556 -4.120 0.576 0.096
H -1.604 -4.002 2.079 0.095
H -2.906 -2.800 1.727 0.101
O -1.873 2.715 0.077 -0.259
C -2.580 3.730 0.177 -0.577
C -3.601 4.058 -0.756 -0.119
H -2.387 4.439 1.001 0.068
H -4.107 5.021 -0.698 -0.026
H -3.820 3.377 -1.581 -0.017
```

HOMO level (alpha / beta): -4.57 / -4.57 eV
relative energy (zero: lowest compared OMol25 entry of this formula, charge and spin): 270.11 kJ/mol
E_tot: -10930.5881 eV
spin multiplicity: 2
HOMO-LUMO gap (alpha / beta): 0.1328 / 0.0415 Eh

# 7
The following is a quantum chemistry calculation of C4H6CsO3 as an isolated structure, from the Open Molecules 2025 dataset.

The geometry in XYZ format:
```
14
Properties=species:S:1:pos:R:3:lowdin_charge:R:1
C 1.009 0.021 1.202 -0.079
C 2.110 -0.962 1.392 -0.087
O 0.711 -1.319 1.279 -0.124
Cs -1.775 -4.006 2.244 0.974
H 0.616 0.720 1.943 0.108
H 2.525 -1.073 2.397 0.120
H 2.704 -1.295 0.538 0.115
C -2.739 0.696 -1.718 -0.187
O -3.389 -0.238 -1.658 0.378
O -1.929 1.532 -1.496 0.191
C -0.221 1.465 -1.455 0.257
H -0.075 2.347 -0.827 0.125
H 0.551 0.711 -1.298 0.093
H -0.098 1.401 -2.541 0.116
```

HOMO level (alpha / beta): -15.14 / -17.49 eV
relative energy (zero: lowest compared OMol25 entry of this formula, charge and spin): 153.57 kJ/mol
E_tot: -10913.8571 eV
spin multiplicity: 2
charge: +2
HOMO-LUMO gap (alpha / beta): 0.2264 / 0.3126 Eh

# 8
The following is a quantum chemistry calculation of C4H6CuO7 as an isolated structure, from the Open Molecules 2025 dataset.

The geometry in XYZ format:
```
18
Properties=species:S:1:pos:R:3:lowdin_charge:R:1
O 1.399 -0.506 0.466 0.072
C 0.083 -0.452 0.069 -0.132
C -0.200 0.815 -0.730 -0.048
O 0.528 0.804 -1.959 0.082
C 0.269 -0.243 -2.713 -0.601
O -0.139 -1.273 -2.187 0.096
O 0.914 -0.179 -3.846 0.212
H 1.665 -1.404 0.695 0.153
H -0.375 -1.441 -0.017 0.162
H 0.161 1.702 -0.198 0.162
H -1.270 0.856 -0.958 0.159
H 0.897 -1.035 -4.298 0.158
O 0.749 0.875 2.751 0.193
C -0.501 0.514 2.578 -0.664
O -0.850 -0.171 1.523 0.018
O -1.355 0.868 3.388 0.054
Cu -3.283 -0.286 3.423 0.806
H 1.306 0.555 2.012 0.117
```

HOMO level: -14.28 eV
relative energy (zero: lowest compared OMol25 entry of this formula, charge and spin): 0.00 kJ/mol
E_tot: -63209.5470 eV
charge: +1
HOMO-LUMO gap: 0.3220 Eh

# 9
The following is a quantum chemistry calculation of a 2-piece molecular cluster, C4H6F2N2 overall, from the Open Molecules 2025 dataset.

The geometry in XYZ format:
```
14
Properties=species:S:1:pos:R:3:lowdin_charge:R:1
C -1.478 1.101 0.438 -0.047
C -1.271 -0.405 0.018 -0.453
C 1.097 0.203 -0.193 -0.042
C 2.405 -0.215 0.050 -0.318
H -0.746 1.478 1.230 0.105
H -1.106 1.637 -0.395 0.018
H -2.561 1.282 0.345 0.082
H -1.892 -2.074 -0.594 -0.009
H 0.442 -1.767 0.330 0.176
H 1.101 1.435 -0.974 0.272
N -2.229 -1.182 -0.446 0.115
N 0.058 -0.766 0.210 -0.005
F 3.232 0.763 -0.308 0.050
F 2.948 -1.490 0.288 0.056
```

HOMO level: -8.54 eV
relative energy (zero: lowest compared OMol25 entry of this formula, charge and spin): 389.87 kJ/mol
E_tot: -12656.0971 eV
HOMO-LUMO gap: 0.3208 Eh

> What is the relative energy (zero: lowest compared OMol25 entry of this formula, charge and spin) in the fifth record?

0.00 kJ/mol

> What is the E_tot in the third record?

-31139.1679 eV

> What is the formula in the sixth record?

C4H6CsO3